Molecular formula: C6H16S2
Method: DFT, wB97M-V/def2-TZVPD

The geometry in ORCA input format:
```
! RIJCOSX wB97M-V def2-TZVPD def2/J DEFGRID3
* xyz 0 1
S -4.459 -7.093 -10.010
S -3.562 -10.232 -5.151
C -5.482 -8.102 -11.101
C -2.594 -9.667 -3.666
C -4.013 -5.669 -11.081
C -4.706 -9.310 -11.597
C -2.756 -9.338 -6.506
C -2.958 -8.243 -3.184
H -1.657 -9.386 -6.413
H -2.791 -10.344 -2.812
H -4.054 -9.049 -12.447
H -3.066 -8.281 -6.469
H -5.370 -10.136 -11.903
H -2.940 -7.437 -3.937
H -3.263 -4.987 -10.648
H -3.940 -8.235 -2.683
H -3.045 -9.756 -7.485
H -4.918 -5.088 -11.325
H -4.074 -9.658 -10.762
H -6.394 -8.295 -10.504
H -5.783 -7.526 -11.998
H -1.522 -9.759 -3.927
H -3.605 -6.094 -12.013
H -2.177 -8.040 -2.433
*
```

The value obtained for the orbital gap is 0.340 Eh. As for the LUMO energy: 0.03405 Ha. The total energy comes out at -28151.44135 eV. The HOMO energy comes out at -0.3056 Ha.

Mulliken population analysis, charges in e, atoms 1 to 2: S -0.0716; S -0.1069

***

Molecular formula: C6H17AlBCl8O7S2
Method: DFT, wB97M-V/def2-TZVPD

The geometry in ORCA input format:
```
! RIJCOSX wB97M-V def2-TZVPD def2/J DEFGRID3
* xyz -1 1
Cl -0.427 0.778 5.629
Cl 0.401 -1.386 -5.587
Cl -3.960 2.190 -1.388
Cl 3.961 -4.510 -0.175
Cl -3.510 3.368 -4.048
Cl 4.003 -6.634 -2.187
Cl -0.446 3.204 7.273
Cl -1.844 0.113 -4.448
S -2.257 1.319 1.550
S 2.379 1.677 1.080
Al 0.470 0.501 0.503
O 0.861 -0.517 -0.951
O 1.466 -2.784 -0.469
O -0.826 -2.024 -0.368
O 2.147 2.764 2.020
O 3.091 2.040 -0.138
O -3.619 1.737 1.335
O -1.640 1.913 2.697
C 3.458 0.483 1.920
C -1.188 -1.483 -4.813
C 3.804 -4.899 -1.886
C -4.679 2.624 -2.942
C -0.616 2.531 5.638
C -1.156 1.664 0.211
B 0.540 -1.755 -0.607
H 1.853 -2.770 0.411
H -1.704 1.402 -0.681
H -5.073 1.729 -3.409
H 0.145 2.963 5.000
H -2.159 -0.031 1.709
H -0.930 -2.288 0.553
H 2.816 -4.597 -2.215
H 0.171 -0.504 1.732
H 4.564 -4.361 -2.436
H 3.115 0.342 2.936
H -1.095 -2.037 -3.886
H -0.978 2.732 0.161
H -1.868 -1.991 -5.485
H 4.477 0.838 1.885
H -5.478 3.333 -2.763
H 3.330 -0.446 1.376
H -1.600 2.773 5.259
*
```

The value obtained for the orbital gap is 0.303 Eh. As for the LUMO energy: 0.08276 Ha. The total energy comes out at -149960.06202 eV. The HOMO energy comes out at -0.2207 Ha.

Mulliken population analysis, charges in e, atoms 1 to 2: Cl -0.1623; Cl -0.1701

***

Molecular formula: C6H17AsCeI2N2OS5
Method: DFT, wB97M-V/def2-TZVPD

The geometry in ORCA input format:
```
! RIJCOSX wB97M-V def2-TZVPD def2/J DEFGRID3
* xyz 1 2
Ce -0.381 -0.385 0.070
I 2.410 0.480 -0.664
I 0.414 -3.142 -0.776
As -2.568 1.102 1.359
S -1.654 1.957 -0.349
S 0.654 0.246 3.529
S -2.722 -0.981 1.106
S -4.325 2.189 2.092
S -2.560 2.091 3.300
O -0.017 0.399 2.163
N -1.778 1.895 -4.661
N -0.317 -0.257 -2.809
C 2.241 -1.661 2.616
C 2.356 -0.220 3.081
C 0.108 1.062 -3.294
C 0.228 -1.493 3.975
C -0.356 1.418 -4.707
C 1.453 -2.363 3.716
H -2.076 2.258 -5.574
H 1.685 -1.707 1.653
H -0.603 -1.770 3.320
H -0.262 1.826 -2.595
H -0.111 -1.511 5.008
H 1.155 -3.370 3.425
H 1.198 1.104 -3.259
H 2.953 -0.139 3.988
H 3.223 -2.106 2.459
H 0.261 2.220 -5.111
H 2.065 -2.432 4.616
H -1.215 -0.542 -3.204
H -1.868 2.639 -3.952
H 2.734 0.466 2.324
H -2.411 1.133 -4.388
H 0.368 -0.970 -3.079
H -0.284 0.560 -5.379
*
```

The value obtained for the orbital gap (alpha / beta) is 0.241 / 0.243 Eh. As for the LUMO energy (alpha / beta): -0.13857 / -0.13879 Ha. The total energy comes out at -155668.59948 eV. As for the expectation value of S²: 0.75. The HOMO energy (alpha / beta) comes out at -0.3800 / -0.3821 Ha.

Mulliken population analysis, charges in e, atoms 1 to 2: Ce 0.6230; I -0.4036

***

Q: Which strongest force on any atom values were calculated for the entries above? A: 1.152; 1.938; 4.035, in eV Å⁻¹.